{"formula": "C24H54B2Cl2N4O9PS2", "method": "ωB97M-V/def2-TZVPD", "charge": -1, "homo_lumo_gap_ha": 0.205, "e_homo_ev": -3.937, "total_energy_ev": -107506.83549, "species": ["C", "O", "B", "O", "B", "N", "C", "S", "O", "C", "S", "C", "C", "C", "O", "O", "C", "C", "Cl", "C", "C", "Cl", "P", "C", "C", "O", "H", "H", "H", "H", "H", "H", "H", "H", "H", "H", "H", "H", "H", "H", "H", "H", "H", "H", "H", "H", "H", "C", "C", "C", "O", "C", "N", "H", "H", "H", "H", "H", "H", "H", "H", "H", "H", "H", "C", "C", "C", "O", "C", "N", "H", "H", "H", "H", "H", "H", "H", "H", "H", "H", "H", "C", "C", "C", "O", "C", "N", "H", "H", "H", "H", "H", "H", "H", "H", "H", "H", "H"], "xyz": [[-0.9503, -2.9403, -5.3800], [-2.1135, -2.9580, -6.2773], [-2.2654, -1.5334, -6.6540], [-1.2099, -1.0356, -7.5630], [-3.5052, -0.5990, -6.0426], [-3.5724, 0.5979, -7.0141], [-4.0730, 0.2677, -8.1579], [-4.7566, -0.5313, -9.4680], [-3.3204, -0.3114, -4.5831], [-4.4429, -0.7993, -3.8139], [-3.9133, -2.6020, -3.5321], [-4.6993, -0.2324, -2.3262], [-3.8874, 1.1099, -1.9592], [-3.2926, 1.1103, -0.4406], [-2.3313, 1.8931, -0.1988], [-3.9125, 0.2664, 0.5566], [-5.6114, -0.5550, -4.9572], [-6.8899, -1.3425, -4.3171], [-8.1553, -0.0331, -3.8430], [-7.6503, -2.3369, -5.3266], [-6.7823, -3.6318, -5.7667], [-8.4204, -1.4650, -6.7848], [-6.2591, 1.2170, -5.1511], [-6.8702, 1.5899, -6.9057], [-4.9452, 2.5397, -4.7930], [-4.8990, -1.1265, -6.0747], [-0.5837, -1.8507, -5.1929], [-1.1973, -3.3887, -4.3559], [-0.0441, -3.5043, -5.8064], [-0.4510, -0.6971, -7.0260], [-4.7562, -3.1366, -2.5489], [-4.4643, -1.0706, -1.5599], [-5.8245, 0.0118, -2.1594], [-4.6606, 1.9785, -1.9599], [-3.0746, 1.4058, -2.7061], [-3.3445, -0.5534, 0.5447], [-6.6767, -1.9081, -3.3466], [-8.5591, -2.7598, -4.7380], [-7.5526, -4.4611, -6.0336], [-6.2584, -3.3713, -6.7657], [-6.0652, -4.0091, -4.9604], [-6.8086, 0.7093, -7.6405], [-6.2666, 2.4613, -7.3722], [-7.9589, 1.9715, -6.8139], [-5.1575, 3.0296, -3.7687], [-3.8580, 2.2070, -4.9297], [-5.1172, 3.3876, -5.5725], [0.4462, 1.5659, 1.3023], [0.5826, 0.3819, 2.2550], [0.8432, 0.7950, 3.7181], [2.1819, 1.2106, 3.9808], [2.4574, 2.5602, 3.6385], [1.6317, -0.5166, 1.7539], [1.4074, 2.0268, 1.0633], [0.0056, 1.2428, 0.3558], [-0.2054, 2.3361, 1.7242], [-0.3706, -0.1590, 2.2330], [0.6812, -0.0861, 4.3497], [0.1278, 1.5539, 4.0571], [1.5963, 3.2130, 3.8061], [2.7877, 2.6225, 2.5999], [3.2820, 2.9068, 4.2670], [1.6544, -1.3512, 2.3387], [2.5296, -0.0674, 1.9410], [6.4812, 2.8200, 5.1322], [6.3272, 4.1625, 5.8418], [7.0226, 4.2150, 7.2180], [6.3185, 3.5401, 8.2578], [6.5304, 2.1382, 8.2970], [4.8986, 4.4851, 5.9462], [5.8372, 2.0450, 5.5534], [6.2127, 2.9159, 4.0759], [7.5155, 2.4667, 5.1803], [6.8032, 4.9181, 5.2063], [7.0701, 5.2642, 7.5304], [8.0596, 3.8627, 7.1596], [7.5482, 1.8664, 8.0032], [5.8015, 1.6308, 7.6621], [6.3643, 1.8004, 9.3232], [4.8027, 5.4225, 6.3332], [4.5044, 3.8839, 6.6717], [6.7975, -2.9659, 3.6558], [5.6618, -3.8473, 3.1438], [4.3906, -3.0578, 2.7684], [3.6114, -2.6345, 3.8847], [4.0692, -1.4417, 4.5030], [5.3769, -4.8859, 4.1423], [6.6356, -2.6240, 4.6802], [7.7403, -3.5211, 3.6519], [6.9288, -2.0857, 3.0196], [6.0223, -4.3384, 2.2326], [3.7390, -3.7246, 2.1929], [4.6214, -2.2097, 2.1125], [4.4918, -0.7382, 3.7804], [4.8005, -1.6789, 5.2787], [3.2156, -0.9650, 4.9905], [4.6861, -5.5279, 3.7574], [4.8831, -4.4360, 4.9148]], "forces_ev_per_a": [[0.71, 0.17, 0.17], [1.33, 2.11, 0.84], [2.22, -2.49, -1.11], [-0.44, -0.26, 2.19], [-1.69, -0.43, 1.02], [-2.89, -0.20, -7.71], [1.65, 0.18, 4.62], [1.38, 1.93, 2.16], [-0.47, 0.09, 1.75], [0.31, 1.46, -0.78], [-0.85, -0.42, 0.04], [-0.21, 0.57, 0.49], [-1.01, 0.11, 1.10], [2.51, 2.54, -1.12], [-4.05, -3.45, -0.15], [1.98, 0.29, -1.76], [1.45, -1.78, 1.27], [-0.94, -0.26, -1.90], [-0.77, -2.62, 1.05], [-0.26, -1.35, 1.58], [-0.98, 0.40, -1.42], [0.87, -0.86, 1.16], [1.00, 2.58, -0.12], [0.18, 0.35, -1.21], [0.85, 0.99, -0.94], [-2.04, -0.43, 1.31], [-0.57, -1.74, -0.05], [0.09, 0.63, -1.51], [-1.40, 0.71, 0.36], [-0.96, -0.34, -0.86], [0.50, 0.91, -0.78], [-0.22, 1.61, -1.42], [1.83, -0.52, -0.58], [1.43, -1.37, 0.08], [-1.03, -0.71, 1.28], [-0.84, 1.04, 0.19], [-0.15, 0.82, -1.54], [1.47, 1.01, -1.04], [1.30, 1.32, 0.59], [-0.43, -0.45, 1.97], [-0.98, 0.83, -1.20], [-0.15, 1.29, 1.19], [-0.78, -1.45, 0.83], [1.69, -0.87, -0.11], [0.48, -1.01, -1.61], [-1.48, 0.52, 0.44], [0.22, -1.44, 1.23], [-0.12, 0.07, -0.17], [0.37, 0.36, -0.09], [0.01, -0.39, 0.02], [-0.47, 0.14, 0.06], [0.45, -0.13, 0.07], [0.03, -0.14, 0.35], [0.02, -0.10, 0.13], [0.07, 0.05, 0.19], [0.02, -0.08, -0.09], [0.08, -0.02, 0.12], [0.13, 0.03, -0.02], [0.05, 0.12, -0.11], [-0.04, -0.05, -0.08], [-0.14, 0.21, -0.06], [-0.11, -0.05, 0.01], [0.00, -0.01, -0.12], [-0.17, -0.02, -0.13], [0.10, -0.09, -0.25], [-0.12, -0.35, 0.21], [-0.18, 0.29, 0.04], [0.45, 0.03, -0.26], [-0.33, 0.06, 0.21], [0.11, 0.13, 0.27], [0.02, 0.10, 0.04], [-0.02, 0.03, 0.14], [-0.07, 0.01, 0.01], [-0.02, 0.03, 0.15], [-0.10, -0.10, 0.05], [-0.03, -0.16, -0.04], [-0.02, 0.03, -0.09], [0.15, -0.17, -0.07], [0.04, 0.13, -0.07], [-0.04, -0.04, -0.16], [0.03, 0.03, -0.20], [0.29, 0.05, -0.08], [-0.11, 0.26, 0.33], [-0.16, -0.30, -0.03], [0.25, 0.11, -0.44], [-0.28, -0.14, 0.35], [-0.26, 0.01, -0.09], [-0.09, -0.05, -0.08], [-0.14, 0.00, 0.02], [-0.03, -0.04, 0.05], [-0.15, 0.01, 0.02], [-0.01, 0.04, 0.13], [0.08, 0.08, 0.10], [0.02, -0.03, 0.00], [0.17, 0.15, -0.04], [0.06, -0.03, -0.18], [0.15, -0.02, 0.02], [0.17, -0.06, -0.10]], "mulliken_charge": [-0.56, -0.40, -0.40, -0.55, 0.97, -0.48, 0.36, -0.34, -0.62, 0.43, -0.39, -0.74, -0.07, 0.14, -0.54, -0.47, 0.57, -0.60, -0.14, -0.08, -0.85, -0.21, 0.29, -1.00, -0.99, 0.18, 0.14, 0.18, 0.22, 0.29, 0.16, 0.36, 0.12, 0.14, 0.29, 0.34, 0.52, 0.45, 0.37, 0.15, 0.16, 0.14, 0.33, 0.29, 0.24, 0.16, 0.42, -1.56, 0.59, -0.89, -0.22, -0.41, -0.71, 0.26, 0.35, 0.35, 0.38, 0.34, 0.46, 0.30, 0.22, -0.03, 0.25, 0.31, -1.30, 0.31, -0.70, -0.39, -0.57, -0.61, 0.15, 0.33, 0.40, 0.36, 0.35, 0.40, 0.29, 0.18, 0.26, 0.26, 0.28, -1.37, 0.31, -0.63, -0.45, -0.74, -0.76, 0.26, 0.35, 0.34, 0.41, 0.34, 0.39, 0.31, 0.31, 0.28, 0.28, 0.34]}

{"formula": "C4H4N2O2", "method": "ωB97M-V/def2-TZVPD", "homo_lumo_gap_ha": [0.315, 0.250], "relative_energy_kj_mol": 1021.12, "e_homo_ev": [-11.550, -10.463], "total_energy_ev": -11277.95640, "species": ["C", "C", "C", "C", "N", "N", "O", "O", "H", "H", "H", "H"], "xyz": [[1.3098, 1.7937, 1.0749], [0.5519, -1.1829, -0.0646], [0.1310, -0.4903, -1.3715], [-0.3606, -0.0540, -0.0075], [2.0143, 2.6250, 1.3876], [-1.5834, 0.2965, 0.5762], [-1.9825, -0.4684, 1.4150], [-2.1862, 1.2805, 0.2383], [0.1428, -2.0390, 0.2343], [1.6613, -1.0319, 0.1370], [0.9024, 0.1147, -1.7197], [-0.6008, -0.8442, -1.9001]], "forces_ev_per_a": [[-3.23, -3.23, -1.72], [2.47, 3.32, -0.60], [1.74, 1.89, 5.54], [4.18, 1.31, -1.29], [1.91, 2.11, 0.86], [-1.28, 0.26, 0.67], [-0.13, -1.38, 0.98], [0.39, 0.77, -0.88], [-1.40, -3.69, 1.03], [-1.82, -0.19, 0.13], [0.89, 0.86, -1.14], [-3.73, -2.03, -3.58]], "mulliken_charge": [-0.02, -0.52, -0.62, 0.40, -0.31, 0.93, -0.51, -0.50, 0.31, 0.22, 0.26, 0.36]}

{"formula": "C16H47BeNO16S5", "method": "ωB97M-V/def2-TZVPD", "charge": 2, "homo_lumo_gap_ha": 0.146, "relative_energy_kj_mol": 246.07, "e_homo_ev": -15.130, "total_energy_ev": -106157.32634, "species": ["Be", "N", "H", "H", "H", "H", "C", "O", "H", "H", "H", "O", "S", "O", "O", "C", "C", "C", "H", "H", "H", "H", "H", "H", "H", "H", "O", "S", "O", "O", "C", "C", "C", "H", "H", "H", "H", "H", "H", "H", "H", "O", "S", "O", "O", "C", "C", "C", "H", "H", "H", "H", "H", "H", "H", "H", "O", "S", "O", "O", "C", "C", "C", "H", "H", "H", "H", "H", "H", "H", "H", "O", "S", "O", "O", "C", "C", "C", "H", "H", "H", "H", "H", "H", "H", "H"], "xyz": [[-5.0793, 13.7442, -13.1585], [-8.1471, 11.1873, -13.1264], [-8.1757, 11.7497, -12.2744], [-7.3256, 11.4984, -13.6387], [-8.8881, 11.3912, -13.7971], [-8.0937, 10.1958, -12.8880], [-6.6105, 13.2126, -9.9235], [-6.3591, 13.0484, -11.2812], [-6.6557, 14.2652, -9.6309], [-7.5891, 12.8122, -9.6282], [-5.9050, 12.6945, -9.2685], [-5.4014, 15.9362, -11.9776], [-5.1062, 17.3031, -11.5540], [-6.1304, 18.2390, -11.2185], [-4.1726, 17.1745, -10.1948], [-3.3904, 15.9658, -10.1252], [-2.1877, 16.1373, -9.1746], [-3.8001, 18.0569, -12.6165], [-3.0710, 15.5341, -11.0796], [-4.0170, 15.1364, -9.7849], [-1.5748, 15.2402, -9.1096], [-2.6487, 16.2727, -8.1954], [-1.6127, 17.0233, -9.4353], [-3.9901, 17.7640, -13.6498], [-2.8326, 17.6126, -12.3889], [-3.7952, 19.1384, -12.5088], [-1.6048, 13.1166, -5.9461], [-2.9697, 12.7343, -6.1621], [-3.5848, 11.6980, -5.3724], [-3.8926, 14.0779, -6.2188], [-5.2216, 13.9073, -5.7212], [-5.9661, 15.1990, -6.0161], [-3.1412, 12.2065, -7.8873], [-5.1734, 13.8339, -4.6349], [-5.7215, 13.0604, -6.1915], [-5.6942, 16.0750, -5.4322], [-6.9872, 14.9475, -5.7152], [-5.9965, 15.4094, -7.0863], [-2.4364, 11.3937, -8.0526], [-3.0120, 13.0062, -8.6138], [-4.1650, 11.8365, -7.9547], [-4.7580, 7.2903, -10.4988], [-5.0868, 8.3537, -11.4331], [-5.1847, 8.0784, -12.8600], [-6.5121, 8.9819, -10.9557], [-6.7100, 9.1958, -9.5642], [-8.1810, 9.3117, -9.2780], [-4.0790, 9.7925, -11.1396], [-6.1415, 10.0536, -9.1853], [-6.2449, 8.4563, -8.9082], [-8.8306, 8.5689, -9.7391], [-8.5844, 10.3103, -9.4601], [-8.3239, 9.1432, -8.2086], [-4.6599, 10.6657, -11.4334], [-3.1120, 9.7163, -11.6316], [-3.9317, 9.8081, -10.0597], [-14.5760, 13.2586, -12.5184], [-14.1492, 11.8854, -12.6674], [-14.3784, 11.1848, -13.9190], [-12.5328, 11.6938, -12.2868], [-12.0009, 12.6772, -11.4057], [-10.7914, 12.0189, -10.7744], [-14.9514, 10.8930, -11.2860], [-12.7541, 13.0313, -10.7032], [-11.5656, 13.5245, -11.9385], [-10.1779, 12.6585, -10.1360], [-10.1082, 11.6554, -11.5407], [-11.0830, 11.1919, -10.1248], [-14.7887, 9.8342, -11.4909], [-16.0352, 10.9918, -11.3226], [-14.5955, 11.0597, -10.2711], [-9.2889, 13.7420, -12.8084], [-8.5469, 14.9370, -13.2082], [-7.2211, 14.9129, -13.8480], [-9.5261, 15.8568, -14.1207], [-9.0280, 16.9420, -14.8859], [-10.1626, 17.2913, -15.8516], [-8.5537, 16.0290, -11.7950], [-8.0858, 16.7495, -15.4021], [-8.7601, 17.7478, -14.1960], [-11.1018, 17.6036, -15.3999], [-10.3908, 16.5042, -16.5716], [-9.8507, 18.0802, -16.5394], [-8.1204, 15.5278, -10.9291], [-9.5553, 16.2893, -11.4556], [-7.9779, 16.9234, -12.0172]], "forces_ev_per_a": [[-2.77, 1.56, 3.30], [0.54, 0.10, -0.54], [-0.40, 0.29, 0.02], [0.41, -0.48, 0.20], [-0.74, -0.01, 0.57], [0.14, -0.21, -0.09], [1.20, 0.99, 0.49], [-0.05, -0.55, -2.75], [0.18, 0.11, 0.02], [-0.26, -0.35, -0.66], [0.19, -0.05, -0.08], [-0.08, -0.28, -0.73], [3.29, 1.22, 1.82], [0.13, -0.92, -0.65], [-1.05, -0.46, -1.60], [0.92, -1.50, 0.57], [-1.55, 0.40, 0.03], [-0.84, -0.90, -0.47], [0.18, 0.97, -0.54], [-0.30, 0.30, 0.50], [0.03, 0.04, -0.30], [0.40, 0.21, 0.19], [0.16, -0.14, 0.02], [-0.35, 0.28, -0.03], [-0.13, 0.04, 0.51], [-0.15, -0.09, 0.22], [-1.07, 0.17, -0.10], [0.63, -0.31, -0.76], [0.11, 1.05, -0.37], [1.25, -1.34, 0.04], [-0.32, 1.60, 0.56], [-1.01, -0.80, -0.09], [-0.40, -0.04, 0.48], [-0.06, -0.64, -0.09], [0.12, -0.11, 0.15], [0.46, -0.15, -0.11], [-0.19, 0.32, -0.09], [0.16, 0.19, 0.02], [0.02, 0.04, 0.06], [0.27, 0.16, 0.28], [0.03, -0.14, -0.06], [-0.20, 1.68, -1.35], [0.03, -1.94, -0.14], [-0.24, 0.93, 1.99], [0.52, -0.16, -1.06], [0.25, -0.06, 1.52], [-0.47, 0.27, 0.83], [0.01, -0.25, 0.43], [-0.32, 0.66, -0.62], [-0.27, -0.88, -0.75], [0.37, -0.07, -0.36], [0.02, 0.00, -0.29], [0.06, 0.11, 0.06], [0.12, 0.01, -0.16], [-0.13, -0.12, -0.13], [0.11, 0.10, -0.02], [1.09, -1.00, -0.04], [-1.53, -1.20, 0.29], [0.86, 0.90, 1.83], [-1.69, 0.40, -0.80], [1.24, 0.33, 0.23], [0.09, -0.54, 1.06], [0.38, -0.49, -0.91], [0.13, -0.07, 0.12], [-0.76, 0.15, -0.40], [-0.32, 0.47, -0.08], [-0.31, -0.19, -0.13], [0.01, -0.20, -0.22], [0.36, 0.10, -0.31], [0.09, 0.63, -0.23], [0.23, 0.64, -0.24], [1.64, 1.07, -1.43], [-2.52, 2.17, 1.06], [0.19, -1.42, 0.26], [1.04, -3.14, 1.05], [-0.12, 1.52, -0.88], [0.40, 0.38, -0.84], [0.67, -0.37, 0.71], [-0.25, -0.67, -0.17], [-0.46, 0.19, 0.01], [0.21, -0.05, 0.36], [0.12, -0.49, 0.46], [0.17, 0.33, 0.39], [0.39, -0.13, -0.25], [-0.26, -0.17, -0.74], [-0.06, -0.02, -0.09]], "mulliken_charge": [0.99, 0.00, -0.33, 0.30, 0.41, 0.36, 0.13, 0.01, 0.13, 0.17, -0.50, -0.30, 1.15, -0.63, -0.37, 0.36, -1.30, -0.96, 0.22, -0.11, 0.40, 0.30, 0.37, 0.35, 0.34, 0.37, -0.61, 1.12, -0.59, -0.21, -0.18, -1.17, -0.54, 0.33, 0.33, 0.36, 0.39, 0.18, 0.49, 0.18, -0.13, -0.60, 1.14, -0.61, -0.26, 0.02, -1.14, -0.64, 0.00, 0.51, 0.37, 0.07, 0.43, 0.02, 0.51, 0.23, -0.58, 1.09, -0.58, -0.36, -0.33, -0.79, -0.93, 0.57, 0.01, 0.43, -0.03, 0.49, 0.35, 0.38, 0.31, -0.53, 1.18, -0.65, -0.20, -0.09, -1.31, -0.60, 0.27, 0.28, 0.34, 0.35, 0.40, 0.08, 0.47, 0.16]}